Entry 1:
One molecule with the formula C4H9NS. Source: OMol25; level of theory: the ωB97M-V functional and the def2-TZVPD basis.

Last column: Löwdin charge in e.
CARTESIAN COORDINATES (ANGSTROEM)
C (1.258, -0.657, -1.946)  -0.229
C (0.657, -0.901, 0.930)  -0.053
C (-0.220, 0.200, 1.362)  -0.316
C (-0.686, 0.970, 0.123)  -0.303
N (-1.350, -1.174, -1.256)  -0.342
S (-0.267, -0.120, -1.364)  0.607
H (1.956, 0.289, -2.110)  -0.010
H (0.173, -1.938, 0.764)  0.080
H (1.820, -0.981, 1.154)  0.102
H (-1.110, -0.041, 1.818)  0.077
H (0.287, 0.982, 1.964)  0.118
H (-1.810, 1.175, 0.088)  0.112
H (-0.274, 1.958, 0.125)  0.070
H (-0.963, -2.136, -1.319)  0.027
H (-0.786, 0.955, -2.215)  0.062

Computed properties:
- total charge = 0
- gap between HOMO and LUMO (alpha / beta) (eV) = 8.093 / 8.252
- LUMO energy (alpha / beta) (eV) = -0.5 / -0.4

Entry 2:
One molecule with the formula C4H9NS. Source: OMol25; level of theory: the ωB97M-V functional and the def2-TZVPD basis.

Last column: Löwdin charge in e.
CARTESIAN COORDINATES (ANGSTROEM)
C (-0.013, -1.445, -0.201)  -0.089
C (0.716, -0.047, -0.378)  -0.464
C (0.033, 1.073, 0.545)  -0.500
C (-0.981, 0.631, 1.576)  -0.478
H (-1.052, -1.495, -0.540)  0.074
H (0.636, -1.985, -0.781)  0.029
H (0.103, -1.946, 0.772)  0.077
H (1.793, -0.214, -0.063)  0.150
H (1.539, 0.816, -2.091)  0.119
H (-0.210, 0.361, -2.293)  0.076
H (0.747, 1.861, 0.818)  0.104
H (-1.053, 1.175, 2.570)  0.095
H (-1.185, -0.381, 1.713)  0.022
N (0.663, 0.268, -1.765)  -0.018
S (-1.736, 1.327, 0.118)  0.804

Computed properties:
- SMILES = C[C@@H](N)[C@@H]1CS1
- total charge = 0
- gap between HOMO and LUMO (eV) = 9.662
- LUMO energy (eV) = 1.0

Entry 3:
C4H9NS as an isolated structure. Source: OMol25; level of theory: the ωB97M-V functional and the def2-TZVPD basis.

Last column: Löwdin charge in e.
CARTESIAN COORDINATES (ANGSTROEM)
C (-0.303, -0.757, -1.306)  -0.098
C (0.966, -0.998, -0.645)  -0.168
C (0.101, 0.002, -0.104)  -0.533
C (-0.681, -0.620, 1.537)  0.006
N (0.450, 1.357, -0.154)  -0.360
S (-0.904, 2.478, -0.062)  0.716
H (-0.241, -0.205, -2.257)  0.122
H (-1.133, -1.388, -1.141)  0.090
H (1.313, -1.872, -0.235)  0.071
H (1.958, -0.723, -1.148)  0.139
H (-1.612, -0.009, 1.645)  0.021
H (-0.011, -0.489, 2.484)  0.069
H (-0.901, -1.699, 1.243)  0.054
H (0.992, 1.572, 0.600)  0.022
H (0.007, 3.350, -0.456)  -0.152

Computed properties:
- total charge = 0
- gap between HOMO and LUMO (eV) = 9.327
- LUMO energy (eV) = 0.9

Entry 4:
A 3-piece molecular cluster, C4H9NS overall. Source: OMol25; level of theory: the ωB97M-V functional and the def2-TZVPD basis.

Last column: Löwdin charge in e.
CARTESIAN COORDINATES (ANGSTROEM)
C (0.526, -2.715, -0.129)  0.056
C (-1.996, -0.636, 0.379)  -0.106
C (-2.976, 0.237, 0.515)  -0.055
C (2.532, 1.824, -0.468)  -0.298
N (2.621, 0.524, -0.016)  -0.589
S (1.571, -0.257, 0.826)  0.755
H (0.483, -3.047, -1.227)  -0.033
H (1.114, -3.530, 0.379)  -0.055
H (-1.944, -1.657, 0.655)  0.023
H (-1.042, -0.578, -0.010)  -0.065
H (-2.943, 1.180, -0.028)  0.053
H (-3.859, -0.180, 0.912)  0.030
H (1.930, 1.919, -1.384)  0.076
H (3.636, 2.216, -0.713)  0.115
H (2.010, 2.569, 0.254)  0.092

Computed properties:
- total charge = 0
- gap between HOMO and LUMO (alpha / beta) (eV) = 6.841 / 7.130
- LUMO energy (alpha / beta) (eV) = -1.4 / -1.3

Entry 5:
One molecule with the formula C4H9NS. Source: OMol25; level of theory: the ωB97M-V functional and the def2-TZVPD basis.

Last column: Löwdin charge in e.
CARTESIAN COORDINATES (ANGSTROEM)
C (1.873, -0.561, 1.445)  0.005
C (-1.333, -0.340, 0.788)  -0.059
C (-0.164, 0.675, -1.080)  -0.536
C (0.016, -0.292, 0.036)  -0.587
N (0.974, 0.232, 0.917)  -0.021
S (1.386, 0.693, -2.114)  0.661
H (2.629, -0.147, 2.037)  0.041
H (1.923, -1.669, 1.255)  0.091
H (-1.489, -1.245, 1.361)  0.074
H (-2.037, -0.332, -0.034)  0.061
H (-1.570, 0.427, 1.487)  0.070
H (-1.110, 0.324, -1.736)  0.120
H (-0.461, 1.745, -0.810)  0.104
H (0.214, -1.348, -0.208)  0.134
H (0.785, 0.993, -3.288)  -0.160

Computed properties:
- SMILES = C=N[C@@H](C)CS
- total charge = 0
- gap between HOMO and LUMO (eV) = 9.946
- LUMO energy (eV) = 1.0

Entry 6:
A 2-piece molecular cluster, C4H9NS overall. Source: OMol25; level of theory: the ωB97M-V functional and the def2-TZVPD basis.

Last column: Löwdin charge in e.
CARTESIAN COORDINATES (ANGSTROEM)
C (2.722, 0.685, -0.162)  -0.141
C (-1.527, 0.098, -0.015)  -0.825
C (-2.369, -1.139, -0.036)  -0.165
C (-1.997, 1.333, 0.075)  -0.091
N (3.298, -0.473, 0.147)  0.050
S (0.248, -0.262, -0.076)  0.538
H (2.567, 1.412, 0.611)  0.065
H (2.665, 0.985, -1.191)  0.068
H (-2.889, -1.245, 0.916)  0.076
H (-1.759, -2.026, -0.194)  0.040
H (-3.113, -1.078, -0.830)  0.075
H (-3.060, 1.516, 0.115)  0.049
H (3.212, -0.807, 1.097)  0.111
H (-1.349, 2.192, 0.104)  0.036
H (3.351, -1.191, -0.563)  0.112

Computed properties:
- total charge = 0
- gap between HOMO and LUMO (alpha / beta) (eV) = 6.716 / 6.717
- LUMO energy (alpha / beta) (eV) = -0.3 / -0.3

Entry 7:
A 2-piece molecular cluster, C4H9O overall. Source: OMol25; level of theory: the ωB97M-V functional and the def2-TZVPD basis.

Last column: Löwdin charge in e.
CARTESIAN COORDINATES (ANGSTROEM)
C (1.673, 1.637, 0.373)  -0.088
C (0.562, 2.382, 0.246)  -0.100
H (1.556, 0.588, 0.598)  -0.007
H (2.658, 2.103, 0.210)  0.033
H (-0.363, 1.926, 0.512)  0.024
H (0.687, 3.435, 0.024)  0.015
C (-0.069, -1.360, -0.371)  -0.545
O (0.429, -0.938, 0.845)  -0.412
C (-1.619, -1.663, -0.213)  -0.160
H (0.375, -2.321, -0.676)  0.059
H (0.017, -0.578, -1.164)  0.065
H (-2.109, -1.771, -1.194)  0.033
H (-2.060, -0.869, 0.441)  0.054
H (-1.736, -2.572, 0.369)  0.029

Computed properties:
- total charge = -1
- gap between HOMO and LUMO (eV) = 6.789
- LUMO energy (eV) = 4.5

Entry 8:
A 2-piece molecular cluster, C4H9O overall. Source: OMol25; level of theory: the ωB97M-V functional and the def2-TZVPD basis.

Last column: Mulliken spin population.
CARTESIAN COORDINATES (ANGSTROEM)
C (-2.016, 1.278, 2.574)  0.025
O (-1.331, 1.220, 1.407)  0.017
H (-2.204, 2.439, 2.897)  0.001
H (-2.816, 0.574, 2.567)  -0.007
H (-1.231, 1.087, 3.374)  -0.001
C (1.212, -1.684, -0.801)  2.987
C (0.871, -0.232, -1.266)  -1.477
C (1.085, 0.220, -2.486)  2.054
H (1.971, -1.663, -0.030)  -0.389
H (0.258, -1.859, -0.179)  -0.121
H (1.422, -2.484, -1.488)  -0.915
H (0.526, 0.461, -0.416)  0.037
H (0.838, 1.176, -2.853)  -0.462
H (1.415, -0.533, -3.300)  -0.750

Computed properties:
- multiplicity = 2
- total charge = -2
- gap between HOMO and LUMO (alpha / beta) (eV) = 2.822 / 6.434
- LUMO energy (alpha / beta) (eV) = 7.0 / 7.0
- ⟨S²⟩ = 0.751

Values of ΔE to the lowest compared entry with this formula, charge and spin, in order: 897.7 159.8 358.9 826.2 163.9 262.6 92.6 141.1, all in kJ/mol.
Values of maximum force, in order: 3.91 3.63 5.08 4.15 4.72 1.65 2.52 4.72, all in eV Å⁻¹.